# 1
Here is C3H8N5 as an isolated structure at a distorted geometry from OMol25. Energies are from ωB97M-V with the def2-TZVPD basis set.

Cartesian coordinates (Å):
C 1.392 -0.643 -0.335
C 0.841 -0.154 1.896
C -0.627 -0.003 1.422
N 1.649 -0.769 0.901
N -1.301 0.068 -2.827
N -0.289 -0.399 -2.356
N 0.345 0.096 -0.694
N -0.411 0.752 0.145
H 2.025 -1.093 -1.005
H 1.443 0.693 2.136
H 0.852 -0.660 2.988
H -0.946 -0.953 1.323
H -1.125 0.689 2.222
H -1.329 0.395 -3.745
H -2.301 0.251 -2.359
H -0.219 1.728 0.287

Output
2S+1 = 1
Kohn-Sham gap (spin up / spin down) = 7.3 / 7.4 eV
E_HOMO (spin up / spin down) = -0.4994 / -0.4936 hartree
Electronic energy = -10677.6966 eV
Total charge = +1

These are the Mulliken partial charges, in e, on atoms 1 to 6: -0.0400, -0.4981, -0.4926, -0.3661, -0.0750, -0.1393

---

# 2
Here is an isolated ion of composition C3H8N5S and charge +1 at a distorted geometry from OMol25. Energies are from ωB97M-V with the def2-TZVPD basis set.

Cartesian coordinates (Å):
C -2.525 0.352 0.455
C 2.319 0.232 0.018
C -1.910 -0.967 0.263
N -3.120 1.170 -0.278
N 1.317 1.129 -0.029
N 3.548 0.670 -0.021
N 1.875 -0.981 0.188
N 0.183 0.488 -0.007
S -0.073 -1.124 0.082
H -2.486 0.865 1.529
H -1.976 -1.353 1.258
H -2.377 -1.654 -0.399
H 3.912 1.686 -0.109
H 4.229 -0.025 0.138
H -3.402 0.963 -1.204
H 2.603 -1.687 0.182
H -0.630 1.120 0.076

Output
2S+1 = 1
Kohn-Sham gap (spin up / spin down) = 7.3 / 7.3 eV
E_HOMO (spin up / spin down) = -0.4884 / -0.4884 hartree
Electronic energy = -21515.8681 eV
Total charge = +1

These are the Mulliken partial charges, in e, on atoms 1 to 6: -0.3754, 0.6221, -0.5878, -0.4595, -0.7337, -0.3570

---

# 3
Here is one molecule with the formula C3H8N6 at a distorted geometry from OMol25. Energies are from ωB97M-V with the def2-TZVPD basis set.

Cartesian coordinates (Å):
C 0.372 -0.536 1.998
N 0.158 -1.092 0.856
N -0.068 -0.295 -0.280
C -0.251 -0.873 -1.537
N 0.253 -1.977 -1.944
N 1.196 -2.595 -1.228
C -0.360 1.089 -0.208
N -0.331 1.850 0.825
N -0.633 3.183 0.614
H 0.545 0.524 2.032
H 0.497 -1.217 2.833
H -0.980 -0.426 -2.182
H 1.262 -2.428 -0.182
H 1.465 -3.484 -1.586
H -0.769 1.389 -1.170
H -1.200 3.354 -0.239
H -1.156 3.532 1.399

Output
2S+1 = 1
Kohn-Sham gap = 8.6 eV
E_HOMO = -0.2811 hartree
SMILES = C=NN(/C=N\N)/C=N/N
Electronic energy = -12177.2967 eV

These are the Mulliken partial charges, in e, on atoms 1 to 6: -0.3517, -0.6410, 0.3502, 0.0516, -0.4074, -0.2988

---

# 4
Here is a 2-piece molecular cluster, C3H8NO overall at a distorted geometry from OMol25. Energies are from ωB97M-V with the def2-TZVPD basis set.

Cartesian coordinates (Å):
C -2.305 0.109 0.855
O -0.991 0.503 0.783
H -2.637 -0.184 1.864
H -2.603 -0.707 0.175
H -2.953 0.970 0.490
C 1.967 -0.417 0.317
C 0.845 0.371 -1.543
N 1.988 0.042 -1.098
H 2.103 -1.503 0.312
H 2.831 0.015 0.829
H 1.018 -0.141 0.783
H 0.910 0.617 -2.619
H -0.174 0.325 -1.148

Output
2S+1 = 1
Kohn-Sham gap = 6.9 eV
E_HOMO = -0.0865 hartree
Electronic energy = -6776.6007 eV
Total charge = -1

These are the Mulliken partial charges, in e, on atoms 1 to 6: -0.6975, -0.8159, 0.1997, 0.1894, 0.1611, -0.5428